C11H16ClF2V as an isolated structure, computed with wB97M-V/def2-TZVPD.

Geometry (Å):
V 0.3963 0.2074 0.0310
C 1.2109 2.2231 0.5533
C 0.2600 1.9698 1.5763
C 0.6367 0.7651 2.2421
C 1.8760 0.3025 1.6724
C 2.2156 1.1999 0.6186
C 3.3614 1.0842 -0.3353
C 2.6923 -0.8348 2.1841
C -0.0644 0.1480 3.4105
C -0.9240 2.8101 1.9084
C 1.1711 3.2969 -0.4802
H 3.9957 1.9669 -0.2165
H 3.0426 1.0744 -1.3824
H 3.9591 0.1960 -0.1517
H 3.3075 -0.4606 3.0078
H 3.3592 -1.2371 1.4257
H 2.0737 -1.6432 2.5686
H -0.8454 -0.5547 3.1134
H -0.5231 0.9235 4.0230
H 0.6438 -0.4008 4.0284
H -0.6087 3.5524 2.6484
H -1.7277 2.2427 2.3729
H -1.3094 3.3495 1.0459
H 2.0547 3.9299 -0.3618
H 0.2855 3.9202 -0.3974
H 1.2191 2.9025 -1.5008
F -1.2818 1.1221 -0.6150
C -1.5822 0.1546 0.4554
F -2.1986 -0.8502 -0.0796
H -2.1328 0.6481 1.2490
Cl 0.8626 -1.7502 -0.2837

Results
* DFT total energy: -2031.99147 Ha
* F_max: 0.028 Eh/bohr
* net charge: +2
* HOMO (spin up / spin down): -18.13 / -18.13 eV